(1)
Entry from OMol25: C6H5NO2 in the gas phase (ωB97M-V/def2-TZVPD).

The geometry in XYZ format:
```
14
Properties=species:S:1:pos:R:3:mulliken_charge:R:1
C 1.937 0.052 -0.015 0.45
C 0.462 -0.023 -0.023 0.30
C -0.284 1.158 -0.023 -0.31
C -1.668 1.061 0.001 -0.35
C -2.240 -0.213 0.011 -0.22
C -0.214 -1.240 -0.026 -0.15
H 3.483 -0.969 0.059 0.34
H 0.229 2.126 -0.015 0.42
H -2.285 1.957 0.056 0.36
H -3.330 -0.315 0.025 0.34
H 0.348 -2.171 -0.026 0.45
N -1.545 -1.352 -0.022 -0.60
O 2.537 -1.154 0.014 -0.44
O 2.571 1.083 -0.016 -0.58
```

LUMO, Eh: 0.005
Spin multiplicity: 1
E_tot, eV: -11888.545
Structure (SMILES): O=C(O)c1cccnc1
Kohn-Sham gap, Ha: 0.3781

(2)
Entry from OMol25: a molecular structure, C6H5O3S2 at a distorted geometry (ωB97M-V/def2-TZVPD).

The geometry in XYZ format:
```
16
Properties=species:S:1:pos:R:3:mulliken_charge:R:1
C 0.013 0.867 1.627 -0.48
C -0.554 -0.131 0.861 -0.52
C -0.276 2.180 1.165 -0.40
C -1.417 0.424 -0.053 0.30
C -0.832 -2.367 -3.247 0.73
C -0.110 -1.249 -2.522 -0.86
O -0.370 -3.188 -4.056 -0.70
O -2.143 -2.274 -2.987 -0.66
O -2.661 0.502 -2.398 -0.58
S -1.390 2.069 -0.102 -0.18
S -2.134 -0.594 -1.576 0.53
H 0.679 0.724 2.426 0.39
H -0.397 -1.195 0.809 0.42
H 0.156 3.094 1.661 0.31
H -0.098 -0.350 -3.118 0.30
H 0.627 -1.562 -1.873 0.40
```

LUMO, Eh: 0.109
Spin multiplicity: 1
E_tot, eV: -34114.330
Kohn-Sham gap, Ha: 0.2709
Charge: -1

(3)
Entry from OMol25: a molecular structure, C6H5O6Rh at a distorted geometry (ωB97M-V/def2-TZVPD).

The geometry in XYZ format:
```
18
Properties=species:S:1:pos:R:3:mulliken_charge:R:1
O -2.905 -3.475 -0.699 -0.09
C -2.381 -2.455 -0.616 0.26
Rh -0.308 2.080 -0.245 -0.05
C 1.364 1.859 0.652 0.33
O 2.392 1.780 1.175 -0.15
C -0.108 4.001 -0.646 0.46
O 0.041 5.122 -0.878 -0.06
C -1.425 1.296 1.090 0.49
O -2.027 0.832 1.965 -0.16
C -0.007 0.957 -1.750 0.48
O 0.248 0.268 -2.648 -0.17
H -1.597 -0.769 -0.469 -0.24
C 1.349 -2.086 0.278 -0.39
O 0.899 -1.087 1.198 -0.07
H 1.576 -1.598 -0.678 0.30
H 0.613 -2.884 0.093 0.31
H 2.270 -2.524 0.683 0.32
H 0.005 -1.318 1.497 0.41
```

LUMO (spin up / spin down), Eh: -0.270 / -0.515
Spin multiplicity: 5
E_tot, eV: -21569.456
Kohn-Sham gap (spin up / spin down), Ha: 0.3238 / 0.1716
Charge: +2

(4)
Entry from OMol25: C6H6 in the gas phase (ωB97M-V/def2-TZVPD).

The geometry in XYZ format:
```
12
Properties=species:S:1:pos:R:3:mulliken_charge:R:1
C 2.998 0.122 0.381 0.17
C 1.812 0.002 0.549 -0.45
C 0.361 -0.134 0.707 -0.68
C -0.361 -0.111 -0.658 -0.60
C -1.815 -0.040 -0.527 -0.56
C -2.992 0.195 -0.437 0.13
H 4.050 0.234 0.230 0.40
H -0.020 0.671 1.346 0.31
H 0.139 -1.072 1.230 0.28
H -0.093 0.780 -1.233 0.28
H -0.036 -0.969 -1.256 0.31
H -4.044 0.323 -0.331 0.43
```

LUMO, Eh: 0.035
Spin multiplicity: 1
E_tot, eV: -6315.462
Structure (SMILES): C#CCCC#C
Kohn-Sham gap, Ha: 0.4034

(5)
Entry from OMol25: C6H6 in the gas phase at a distorted geometry (ωB97M-V/def2-TZVPD).

The geometry in XYZ format:
```
12
Properties=species:S:1:pos:R:3:mulliken_charge:R:1
C -0.128 -0.559 -1.232 -0.51
C -0.556 0.627 -1.005 0.17
C 0.706 -0.241 2.259 -0.01
C 0.571 -0.541 1.095 -0.72
C 0.365 -1.369 -0.083 -0.11
C -0.879 1.860 -0.732 -0.74
H 0.120 -0.917 -2.209 0.37
H 0.940 0.196 3.111 0.51
H 1.288 -1.826 -0.445 0.29
H -0.418 -2.024 0.116 0.24
H -1.746 2.074 -0.184 0.25
H -0.264 2.718 -0.691 0.27
```

LUMO, Eh: 0.034
Spin multiplicity: 1
E_tot, eV: -6314.631
Structure (SMILES): C#CCC=C=C
Kohn-Sham gap, Ha: 0.3783

(6)
Entry from OMol25: a molecular structure, C6H6 at a distorted geometry (ωB97M-V/def2-TZVPD).

The geometry in XYZ format:
```
12
Properties=species:S:1:pos:R:3:mulliken_charge:R:1
C 0.452 -1.790 0.608 -1.11
C 0.142 -0.440 0.049 0.79
C -0.328 0.612 0.746 -0.70
C -0.677 1.918 0.183 0.15
C -0.177 1.391 -1.097 -0.38
C 0.251 0.130 -1.292 -0.52
H -0.184 -2.564 0.162 0.28
H 1.495 -2.075 0.429 0.30
H 0.277 -1.780 1.689 0.32
H -0.104 2.756 0.581 0.25
H -1.748 2.120 0.176 0.24
H 0.602 -0.277 -2.236 0.39
```

LUMO (spin up / spin down), Eh: 0.004 / 0.003
Spin multiplicity: 1
E_tot, eV: -6313.267
Kohn-Sham gap (spin up / spin down), Ha: 0.3101 / 0.3069

(7)
Entry from OMol25: C6H6 in the gas phase (ωB97M-V/def2-TZVPD).

The geometry in XYZ format:
```
12
Properties=species:S:1:pos:R:3:mulliken_charge:R:1
C -1.190 -1.498 -0.607 -1.06
C -0.645 -0.360 0.164 0.03
C 0.637 0.125 0.089 0.18
C 1.629 -0.743 -0.478 -0.67
C 0.798 1.478 0.577 -0.41
C 0.760 2.647 0.871 -0.07
H -0.411 -1.940 -1.228 0.39
H -1.656 -2.250 0.038 0.30
H -1.993 -1.086 -1.236 0.29
H -1.351 0.195 0.787 0.37
H 2.626 -0.296 -0.292 0.23
H 0.719 3.683 1.125 0.41
```

LUMO, Eh: -0.036
Spin multiplicity: 1
E_tot, eV: -6313.063
Kohn-Sham gap, Ha: 0.2784

(8)
Entry from OMol25: a molecular structure, C6H6 at a distorted geometry (ωB97M-V/def2-TZVPD).

The geometry in XYZ format:
```
12
Properties=species:S:1:pos:R:3:mulliken_charge:R:1
C -0.661 -1.573 -0.801 -0.93
C -0.390 0.352 0.703 -0.97
C 0.285 -0.744 -0.049 0.47
C 1.483 -1.159 -0.154 -0.37
C -0.035 1.734 0.650 -0.34
C 0.181 2.914 0.498 0.21
H -0.727 -1.358 -1.867 0.30
H -0.892 -2.607 -0.523 0.28
H -1.341 -0.455 -0.202 0.23
H -0.837 0.006 1.640 0.36
H 2.540 -1.062 -0.278 0.36
H 0.393 3.953 0.384 0.40
```

LUMO (spin up / spin down), Eh: -0.001 / -0.034
Spin multiplicity: 1
E_tot, eV: -6310.346
Kohn-Sham gap (spin up / spin down), Ha: 0.2900 / 0.2640

> The lowest E_tot belongs to which entry?

C6H5O3S2

> Which of these has the highest E_tot?

number 8

> Which value of spin multiplicity does entry 4 give?

1

> Which value of E_tot does entry 2 give?

-34114.330 eV